No. 1
The following is a DFT calculation (ωB97M-V/def2-TZVPD) of a molecular structure, C17H23F5NO2P2Ru in a non-equilibrium geometry.

Structure (XYZ):
```
51
Properties=species:S:1:pos:R:3:forces:R:3
Ru -0.1716 -0.2973 -0.0047 1.47 1.37 1.10
P -1.1431 0.8211 1.6307 -2.20 0.83 0.22
C -2.6501 1.3223 0.7597 -0.90 -1.17 0.31
C -2.5298 1.4396 -0.6342 -0.09 0.00 -1.05
N -1.3713 0.9303 -1.2318 0.29 0.46 1.42
C -0.9638 1.3205 -2.4409 -0.42 0.10 -0.21
C -1.8045 2.1342 -3.2086 -0.40 0.19 0.00
C -3.0644 2.5071 -2.7202 -0.07 0.04 -0.90
C -3.4641 2.1020 -1.4641 0.02 0.07 1.15
C 0.4012 0.8831 -2.8993 0.38 -0.35 -0.12
P 1.0595 -0.5353 -1.8803 0.54 0.28 -2.26
H -4.4316 2.3623 -1.0160 0.43 0.05 -0.42
H -1.4792 2.4478 -4.1907 -0.02 0.06 0.02
H -3.7503 3.1154 -3.3356 0.53 -0.44 0.32
H 0.4105 0.5787 -3.9514 -0.11 0.24 0.06
H 1.1323 1.7000 -2.7887 -0.34 -0.02 -0.04
H -3.2001 -0.8044 0.4592 -0.86 0.84 1.49
H -3.6237 1.3717 1.2692 0.40 0.46 -0.34
H -1.4365 -3.7833 -0.0930 -1.29 0.40 -0.02
O -2.7336 -1.6133 0.3024 0.32 -0.18 -0.66
H -2.7835 -1.4592 -0.6441 0.39 -1.13 -0.98
H 0.4923 -1.6608 -0.2199 0.25 -3.49 -0.49
O -0.5883 -4.1863 -0.1434 1.28 -0.18 0.32
H -0.2214 -4.0110 0.7371 -0.04 -0.27 -0.35
C 0.7556 -2.0021 -2.9079 0.11 0.23 0.23
H 1.2477 -1.8622 -3.8846 -0.21 -0.19 0.35
H 1.1566 -2.8636 -2.3570 -0.16 0.08 -0.31
H -0.3273 -2.1260 -3.0230 0.23 -0.09 -0.06
C 2.8633 -0.3298 -1.8328 -0.07 0.04 0.17
H 3.2764 -1.0907 -1.1563 -0.01 0.12 -0.26
H 3.2723 -0.4667 -2.8444 -0.03 0.07 0.34
H 3.1051 0.6664 -1.4373 0.02 -0.31 -0.24
C -0.6051 2.5144 1.8471 0.41 0.07 0.52
H -1.4599 3.0560 2.2614 0.30 0.15 0.11
H 0.2441 2.5262 2.5220 0.21 0.43 0.10
H -0.3444 2.9268 0.8700 0.05 0.01 0.17
C -1.4406 0.0365 3.2100 -0.32 0.12 0.35
H -0.4965 0.0089 3.7647 -0.15 0.07 -0.01
H -2.1758 0.6304 3.7582 0.08 -0.15 0.23
H -1.7983 -0.9915 3.0805 0.03 0.26 -0.07
F 2.1883 1.5817 0.6392 -0.02 -1.32 0.81
C 2.3678 0.4540 1.4030 1.39 0.86 0.42
C 1.4427 -0.6070 1.3301 -0.70 1.06 -0.61
C 1.6910 -1.7146 2.1663 0.02 -1.37 1.00
F 0.8020 -2.7501 2.2660 1.12 1.54 -0.38
C 2.8234 -1.7923 2.9675 -1.21 -2.13 0.31
F 3.0330 -2.8992 3.7138 -0.06 1.67 -0.87
C 3.7118 -0.7163 3.0080 2.11 -0.24 1.62
F 4.7868 -0.7830 3.8111 -1.81 0.18 -1.40
C 3.4792 0.4239 2.2362 0.03 2.18 -1.15
F 4.3159 1.4846 2.2970 -0.90 -1.50 0.05
```
Forces are in eV/Å.

Summary:
E_tot	-58312.4137	eV
gap between HOMO and LUMO (alpha / beta)	6.11 / 5.27	eV
multiplicity	6
LUMO (alpha / beta)	-6.0 / -10.5	eV
total charge	+2


No. 2
The following is a DFT calculation (ωB97M-V/def2-TZVPD) of 4 unconnected molecules or ions with the total composition C17H23F8N3O4S in a non-equilibrium geometry.

Structure (XYZ):
```
56
Properties=species:S:1:pos:R:3:forces:R:3
O -3.2826 2.0249 -1.2108 0.40 -0.39 0.08
C -2.2049 1.4972 -1.1016 -0.40 0.47 -0.33
O -1.6573 1.0430 0.0307 -0.06 -0.36 -0.43
C -2.5544 0.3561 0.9207 -0.33 0.14 1.09
C -1.9558 0.3956 2.3121 0.67 0.22 -0.42
C -0.9718 -0.7326 2.5934 -0.20 0.11 0.02
S -1.7132 -2.3841 2.5025 0.00 -0.14 0.42
O -1.3983 1.3462 -2.1653 0.19 0.26 0.29
C -0.2111 0.5702 -1.9634 0.18 -0.27 -0.57
C 0.5060 0.3855 -3.3002 -0.54 0.46 0.54
O 1.1256 -0.8826 -3.3185 0.12 0.17 -0.30
C 2.4587 -0.9126 -2.8995 0.10 -0.33 0.00
C 2.5791 -1.7092 -1.6021 -0.11 -0.16 -0.72
F 2.1867 -2.9846 -1.8750 0.07 0.31 0.24
F 1.7360 -1.2380 -0.6483 0.18 -0.03 0.01
C 4.0474 -1.7536 -1.0643 0.02 -1.09 0.32
F 4.9192 -1.2709 -1.9964 -0.46 0.02 0.43
F 4.3735 -3.0590 -0.8491 -0.03 0.64 -0.10
C 4.3099 -1.0313 0.2792 0.87 0.03 0.13
F 3.5219 -1.5235 1.2663 0.20 0.26 -0.64
F 5.6017 -1.3284 0.6125 -0.57 0.05 -0.04
C 4.2096 0.5181 0.2581 0.16 0.02 0.86
F 5.4265 1.0607 0.0126 -0.46 -0.08 -0.36
F 3.3127 0.9589 -0.6553 0.27 -0.05 -0.14
H -3.5250 0.8319 0.9400 -0.15 0.26 -0.32
H -2.6711 -0.6759 0.6054 -0.03 -0.14 -0.32
H -1.3792 1.3181 2.3628 -0.04 0.27 0.15
H -2.7193 0.4712 3.0756 -0.26 -0.25 0.08
H -0.1107 -0.6547 1.9416 0.16 -0.11 -0.21
H -0.5937 -0.6032 3.6002 0.12 -0.17 0.22
H -1.4689 -2.7147 1.2333 0.09 0.23 -0.08
H 0.4638 1.0307 -1.2537 -0.11 0.11 0.36
H -0.4887 -0.4214 -1.6337 -0.03 -0.18 0.30
H 1.2170 1.1949 -3.4488 0.28 0.01 -0.15
H -0.2244 0.4524 -4.0975 -0.11 -0.29 -0.24
H 2.9147 0.0666 -2.7961 -0.13 0.23 0.09
H 3.0397 -1.4563 -3.6392 0.13 -0.13 -0.12
H 3.8894 0.8447 1.2473 -0.14 0.05 0.05
C -3.4417 -4.2839 -2.1028 0.00 0.01 0.03
C -3.4686 -4.1536 -0.6505 0.00 -0.04 -0.43
N -3.4874 -4.0519 0.4890 -0.08 -0.08 0.31
H -4.4154 -4.6110 -2.4604 -0.01 0.00 -0.02
H -3.1987 -3.3247 -2.5555 0.00 0.00 -0.02
H -2.6902 -5.0152 -2.3920 0.01 -0.01 -0.02
C 4.4990 2.3768 4.4779 -0.03 -0.04 -0.01
C 3.2519 1.6402 4.3020 0.40 0.29 0.09
N 2.2652 1.0768 4.1729 -0.42 -0.28 -0.16
H 5.2012 2.1107 3.6903 0.04 0.01 0.01
H 4.3033 3.4459 4.4361 0.01 0.02 0.00
H 4.9376 2.1312 5.4424 0.02 0.00 0.01
C -6.0509 3.8775 -0.6755 -0.01 -0.06 0.00
C -6.1311 4.0563 0.7689 0.03 -0.05 -0.47
N -6.1913 4.1960 1.9025 -0.02 0.05 0.50
H -7.0129 3.5434 -1.0591 -0.02 0.01 0.00
H -5.7869 4.8204 -1.1496 0.01 0.01 -0.01
H -5.2920 3.1348 -0.9121 0.05 0.01 -0.02
```
Forces are in eV/Å.

Summary:
SMILES	O=C(OCCCS)OCCOCC(F)(F)C(F)(F)C(F)(F)C(F)F.CC#N.CC#N.CC#N
E_tot	-63235.9373	eV
gap between HOMO and LUMO	8.91	eV
LUMO	0.3	eV
total charge	0
energy relative to the best compared isomer or geometry (same formula, charge and spin)	0.0	kcal/mol


No. 3
The following is a DFT calculation (ωB97M-V/def2-TZVPD) of a molecular structure, C17H23FeO5Si in a non-equilibrium geometry.

Structure (XYZ):
```
47
Properties=species:S:1:pos:R:3:forces:R:3
C -0.1101 0.7261 -2.1594 -0.03 0.90 0.15
C 0.9479 -0.2700 -2.1340 -0.70 -0.47 -0.39
C 0.7005 -1.6037 -2.4899 -0.99 -2.81 0.17
O -0.4626 -2.1673 -2.7172 1.66 1.66 0.05
Si -0.9745 -3.6889 -2.0414 -0.58 -0.96 0.37
C -2.7107 -3.3940 -1.4162 0.29 0.17 -0.19
C -0.9207 -4.9806 -3.3743 0.09 0.27 0.05
C 0.1928 -4.0521 -0.6313 0.04 0.01 -0.16
O 1.7545 -2.4140 -2.4214 0.18 1.80 0.25
C 2.8990 -1.5841 -1.9199 0.02 -0.37 -0.26
C 2.3397 -0.1735 -1.7283 1.01 -0.08 0.14
H 0.2708 1.6832 -1.8088 -0.11 0.05 -0.01
H -0.4962 0.8527 -3.1753 -0.07 -0.06 0.02
H -0.9520 0.4369 -1.5222 0.01 -0.10 -0.09
H -3.0422 -4.2964 -0.8913 0.02 0.09 -0.06
H -2.7608 -2.5568 -0.7136 0.01 -0.10 -0.03
H -3.4149 -3.1966 -2.2297 0.08 -0.04 0.07
H -1.2090 -5.9406 -2.9350 0.02 0.05 -0.05
H -1.6116 -4.7604 -4.1914 0.02 -0.01 0.07
H 0.0825 -5.0849 -3.7918 -0.02 -0.05 0.01
H -0.1659 -4.9454 -0.1102 0.00 0.11 0.00
H 1.2110 -4.2501 -0.9766 -0.18 -0.08 0.11
H 0.2234 -3.2313 0.0917 -0.02 -0.06 0.02
H 3.2537 -2.0130 -0.9749 -0.21 -0.17 -0.44
H 3.6825 -1.6134 -2.6839 -0.24 -0.25 0.22
H 2.9119 0.5269 -2.3394 -0.11 0.29 0.00
H 2.4622 0.1398 -0.6873 -0.20 0.24 -0.01
O -3.2597 2.3400 3.3456 1.65 0.74 -0.34
C -2.2157 2.7944 3.1348 -5.11 -2.47 1.02
Fe -0.6842 3.5754 2.8405 0.08 -0.97 -0.24
C -1.4599 4.9443 1.9988 -2.40 5.11 -3.48
O -1.9116 5.8213 1.3955 0.78 -1.81 1.26
C -0.7585 4.4725 4.3760 0.27 3.82 6.64
O -0.7512 5.0433 5.3915 -0.15 -1.63 -2.81
C -0.2168 2.3675 1.1898 0.16 -0.07 -2.63
C -0.0718 1.2886 2.2000 -0.30 -1.14 -0.15
C 0.4370 1.9310 3.4429 1.61 -0.99 1.93
C 1.3063 3.0212 3.4184 0.60 -1.10 0.37
C 1.4114 3.8219 2.2685 2.10 0.80 -0.75
C 0.6374 3.4701 1.1498 0.55 -0.67 -0.97
H -0.8936 2.1837 0.3495 0.30 0.16 0.22
H -1.0362 0.7676 2.3851 0.39 0.38 -0.05
H 0.5795 0.4589 1.8420 0.19 0.27 0.10
H 0.2851 1.3904 4.3816 0.21 0.21 -0.30
H 1.8421 3.3071 4.3258 -0.39 0.03 -0.18
H 2.0126 4.7431 2.2737 -0.33 -0.65 -0.04
H 0.6470 4.1094 0.2630 -0.22 -0.03 0.39
```
Forces are in eV/Å.

Summary:
E_tot	-70493.9947	eV
gap between HOMO and LUMO (alpha / beta)	5.44 / 4.08	eV
multiplicity	5
LUMO (alpha / beta)	-2.6 / -6.2	eV
total charge	+1
energy relative to the best compared isomer or geometry (same formula, charge and spin)	5.3	kcal/mol


No. 4
The following is a DFT calculation (ωB97M-V/def2-TZVPD) of C17H23N3O2S in the gas phase.

Structure (XYZ):
```
46
Properties=species:S:1:pos:R:3:forces:R:3
C -2.0827 0.2885 -4.8902 0.10 -0.27 0.03
C -1.6640 -0.9888 -4.1601 0.12 0.30 -0.22
N -2.2353 -1.1014 -2.8365 -0.20 -0.27 -0.03
C -3.5688 -1.6724 -2.7023 -0.24 0.04 0.25
C -4.6531 -0.6116 -2.5402 0.15 -0.15 0.00
C -1.6511 -0.6549 -1.7017 0.30 0.05 -0.22
O -2.1820 -0.7458 -0.6151 -0.09 0.03 0.25
C -0.2413 -0.0436 -1.8357 -0.24 -0.06 0.20
N 0.1737 0.5020 -0.5790 0.12 -0.02 -0.21
C 0.6936 -0.2435 0.4464 0.10 0.11 0.31
C 0.8129 0.5285 1.5649 0.28 -0.59 0.12
S 1.4311 0.0618 3.1439 -0.23 -0.09 0.15
C 1.4024 -1.7509 2.9869 -0.15 0.48 -0.05
C 2.4833 -2.2994 2.0656 -0.04 0.24 0.31
O 2.2665 -3.2121 1.2943 -0.16 -0.32 -0.26
N 3.6797 -1.7047 2.2112 0.35 0.18 0.19
C 4.8344 -2.0655 1.4301 0.08 -0.14 -0.12
C 0.3292 1.8291 1.2363 -0.15 -0.04 -0.38
C 0.2045 3.0187 1.9488 -0.01 -0.04 -0.07
C -0.3335 4.1113 1.3075 0.02 0.15 0.17
C -0.7461 4.0373 -0.0255 -0.05 0.02 -0.12
C -0.6292 2.8723 -0.7525 -0.07 -0.03 -0.14
C -0.0859 1.7623 -0.1165 0.11 0.36 0.40
H -1.5429 0.3688 -5.8301 0.03 0.06 -0.14
H -3.1472 0.2767 -5.1060 -0.10 0.04 -0.02
H -1.8660 1.1669 -4.2875 0.02 0.12 0.05
H -0.5757 -1.0335 -4.0919 -0.06 -0.07 -0.04
H -1.9896 -1.8568 -4.7413 0.14 0.03 0.10
H -3.7646 -2.2929 -3.5787 0.07 0.00 0.04
H -3.5641 -2.3059 -1.8107 -0.03 -0.02 -0.17
H -4.7006 0.0435 -3.4062 -0.04 0.07 -0.09
H -4.4462 -0.0143 -1.6566 -0.02 0.06 0.07
H -5.6186 -1.0942 -2.4150 -0.15 0.00 0.01
H 0.4613 -0.8317 -2.1271 -0.05 0.16 -0.07
H -0.2303 0.7465 -2.5890 0.08 -0.12 -0.03
H 0.9346 -1.2764 0.2893 0.04 -0.24 -0.02
H 1.5617 -2.1342 3.9962 -0.02 -0.02 -0.04
H 0.4190 -2.0615 2.6349 0.11 -0.08 -0.02
H 3.7453 -0.9062 2.8267 -0.16 -0.08 -0.15
H 4.5578 -2.9181 0.8113 0.10 0.06 0.01
H 5.1450 -1.2377 0.7891 0.02 -0.05 -0.01
H 5.6644 -2.3446 2.0813 0.01 -0.01 -0.07
H 0.5221 3.0671 2.9795 0.01 0.06 0.12
H -0.4455 5.0447 1.8391 0.00 0.07 0.05
H -1.1694 4.9139 -0.4939 -0.03 0.05 -0.05
H -0.9599 2.8296 -1.7803 -0.04 0.01 -0.10
```
Forces are in eV/Å.

Summary:
SMILES	CCN(CC)C(=O)Cn1cc(SCC(=O)NC)c2ccccc21
E_tot	-37403.9627	eV
gap between HOMO and LUMO	8.06	eV
LUMO	0.6	eV
total charge	0
energy relative to the best compared isomer or geometry (same formula, charge and spin)	28.9	kcal/mol


No. 5
The following is a DFT calculation (ωB97M-V/def2-TZVPD) of C17H23N3O3 in the gas phase in a non-equilibrium geometry.

Structure (XYZ):
```
46
Properties=species:S:1:pos:R:3:forces:R:3
C 2.0655 3.9250 -0.4545 -0.23 -0.74 0.14
O 1.8367 2.8433 0.4842 -0.06 -0.41 -0.65
C 1.1117 1.7280 0.0657 -0.49 0.33 -0.55
C 0.2149 1.7595 -1.0187 0.34 -1.04 0.45
C -0.5023 0.6043 -1.4523 0.21 0.63 0.75
C -1.4485 0.7407 -2.5984 0.18 -0.34 -1.10
C -2.6666 0.0258 -2.7087 0.88 0.08 0.28
C -3.4491 0.1952 -3.8449 0.35 0.52 -0.26
C -3.0311 1.0878 -4.8303 -0.32 -0.69 0.35
C -1.7951 1.6770 -4.6680 0.43 1.05 0.87
N -1.2779 2.5594 -5.5726 -0.06 0.53 -1.22
N -1.0079 1.5478 -3.5970 -0.80 -1.13 1.11
C -0.2867 -0.5870 -0.7418 -0.01 1.31 -0.58
O -0.8729 -1.7524 -1.0964 0.09 -1.67 -1.00
C -0.0143 -2.5366 -1.9731 -0.66 0.52 -0.10
C 0.5749 -0.6363 0.3251 0.49 0.69 0.86
C 1.2432 0.5043 0.7830 0.32 -0.15 -0.38
O 2.1397 0.4726 1.8040 -0.15 0.31 0.74
C 2.1294 -0.5720 2.7842 -1.40 -0.21 0.72
C 0.8148 -0.6979 3.6777 0.37 -0.71 -0.87
N 0.8636 -1.8511 4.5697 0.64 -0.31 1.72
C -0.0739 -1.7016 5.7199 0.86 0.58 -0.78
C 0.9807 -3.2250 3.9869 -0.76 2.28 -0.24
H 2.8755 4.5383 -0.0694 0.20 -0.34 0.13
H 2.2841 3.5884 -1.4777 0.14 -0.24 0.37
H 1.2145 4.5799 -0.5240 -0.68 0.17 0.08
H 0.0869 2.6700 -1.5805 -0.07 0.10 -0.03
H -2.9056 -0.6919 -1.9321 -0.17 0.19 -0.12
H -4.3661 -0.3580 -3.9904 -0.09 0.00 0.18
H -3.5968 1.3295 -5.7168 -0.18 -0.26 -0.06
H -1.9172 3.1841 -6.0620 0.49 -0.38 0.26
H -0.4099 2.9458 -5.2365 -0.15 0.32 -0.17
H 0.9700 -2.7024 -1.5738 0.51 0.27 0.53
H 0.0837 -2.0413 -2.9393 -0.04 0.11 -0.04
H -0.4337 -3.5167 -2.1259 -0.60 -0.19 0.08
H 0.6807 -1.6024 0.8086 0.11 0.21 0.07
H 2.2152 -1.5393 2.2957 0.58 -0.08 -0.11
H 2.9700 -0.3606 3.4728 -0.38 -0.24 -0.63
H 0.7243 0.1728 4.2978 0.05 0.54 0.28
H -0.1103 -0.7465 3.0780 0.24 0.17 -0.41
H -0.0028 -0.6817 6.1607 0.02 -0.57 -0.55
H -1.1049 -1.8849 5.4494 -0.61 0.03 -0.25
H 0.1537 -2.3682 6.5337 0.38 -0.53 0.14
H 0.1765 -3.2968 3.2395 0.15 -0.66 -0.10
H 1.9529 -3.3212 3.5232 0.14 -0.08 -0.29
H 0.9104 -4.0077 4.7253 -0.26 0.03 0.41
```
Forces are in eV/Å.

Summary:
SMILES	COc1cc(-c2cccc(N)n2)c(OC)cc1OCCN(C)C
E_tot	-28612.9193	eV
gap between HOMO and LUMO	8.41	eV
LUMO	0.8	eV
total charge	0
energy relative to the best compared isomer or geometry (same formula, charge and spin)	106.8	kcal/mol